Entry 1:
125
Properties=species:S:1:pos:R:3:forces:R:3:lowdin_charge:R:1 method="wB97M-V/def2-TZVPD" fmax_ev_per_a=5.3 total_charge=0 energy_ha=-2172.1607 e_lumo_ev="0.48 / -0.24" multiplicity=4 homo_ev="-8.91 / -9.56" homo_lumo_gap_ev="9.39 / 9.32"
C -4.565 -5.136 1.784 0.211 -0.503 -0.329 -0.11
C -4.233 -5.171 0.184 -0.711 -1.343 0.332 -0.24
C -5.394 -4.537 -0.719 -0.606 0.328 0.900 -0.21
C -5.442 -2.929 -0.762 0.141 0.277 -1.116 -0.21
C -4.038 -2.188 -0.512 -0.830 1.120 0.323 -0.20
C -3.986 -1.642 1.003 0.274 0.720 0.195 -0.20
C -2.550 -1.090 1.457 -0.101 0.019 -0.094 -0.12
C -1.485 -2.266 1.814 -0.371 1.350 -1.636 -0.29
C -0.121 -2.062 1.001 0.106 -0.732 0.004 -0.13
C -0.241 -2.294 -0.583 1.093 -0.302 -0.599 -0.17
C -0.230 -3.854 -0.971 -0.610 0.056 0.611 -0.17
F -0.284 -4.065 -2.409 0.311 0.569 2.150 -0.11
O -1.209 -2.228 3.266 -0.884 -2.751 -0.651 -0.07
C -1.606 -3.502 3.760 -3.104 0.673 2.417 -0.26
O -2.559 -3.597 4.575 4.194 0.170 -3.155 0.04
H -5.674 -4.870 1.974 1.898 -0.179 -0.271 0.09
H -4.413 -6.202 2.207 -0.191 1.772 -0.601 0.08
H -3.850 -4.440 2.351 -1.372 -0.975 -0.744 0.03
H -3.184 -4.778 -0.029 -1.526 -0.322 0.217 0.06
H -4.203 -6.299 -0.075 0.058 1.825 0.213 0.11
H -5.411 -4.940 -1.786 0.376 0.475 1.460 0.10
H -6.393 -4.876 -0.239 1.569 0.355 -0.845 0.11
H -6.249 -2.468 -0.073 1.427 -0.899 -0.869 0.11
H -5.779 -2.642 -1.832 0.445 -0.469 1.697 0.11
H -3.116 -2.777 -0.833 -1.352 0.528 0.563 0.09
H -4.053 -1.241 -1.179 0.212 -1.471 1.034 0.12
H -4.350 -2.387 1.787 0.438 0.754 -1.219 0.10
H -4.718 -0.747 1.056 1.087 -1.459 -0.101 0.12
H -2.140 -0.464 0.590 -0.412 -0.785 1.225 0.11
H -2.665 -0.378 2.359 0.286 -1.275 -1.359 0.12
H -2.010 -3.250 1.502 1.054 1.293 0.618 0.13
H 0.327 -1.018 1.153 -0.882 -1.436 0.069 0.13
H 0.636 -2.828 1.425 -1.023 1.219 -0.679 0.12
H 0.726 -1.855 -1.045 -1.557 -0.640 0.670 0.12
H -1.108 -1.728 -1.077 1.117 -0.994 0.874 0.11
H -1.142 -4.399 -0.542 1.147 0.800 -0.695 0.09
H 0.689 -4.385 -0.514 -1.220 0.932 -1.102 0.12
H -1.049 -4.422 3.341 -0.666 1.447 0.501 0.17
C 2.492 2.881 1.205 0.217 -0.051 0.342 -0.04
C 1.134 3.525 0.784 2.057 -0.367 -0.548 -0.46
C 1.078 5.073 0.940 -0.504 0.279 0.113 -0.13
C 0.611 5.656 2.273 0.193 0.075 0.262 -0.18
C -0.521 4.854 2.903 -0.064 0.071 -0.411 -0.14
C -0.179 3.353 2.943 0.165 -0.218 1.852 -0.48
N 0.081 2.813 1.563 -3.335 2.019 -2.126 -0.05
O -1.082 2.868 0.847 2.139 -0.771 1.576 -0.03
C 1.036 3.189 3.896 0.303 -0.029 -0.233 -0.05
C -1.300 2.561 3.647 -0.345 -0.076 -0.600 -0.04
C 1.117 3.285 -0.752 -0.939 -0.151 0.066 -0.06
H 2.445 2.291 2.121 -0.119 0.284 -0.007 0.06
H 2.838 2.157 0.461 -0.098 0.267 -0.121 0.07
H 3.267 3.640 1.329 0.036 -0.056 -0.021 0.09
H 0.377 5.468 0.194 0.067 -0.313 -0.072 0.11
H 2.049 5.510 0.690 -0.025 -0.229 -0.088 0.12
H 1.456 5.732 2.963 -0.073 -0.056 0.065 0.11
H 0.269 6.685 2.115 0.145 -0.091 -0.066 0.11
H -0.706 5.228 3.916 0.067 -0.272 -0.026 0.12
H -1.453 5.030 2.353 0.101 -0.267 -0.093 0.12
H 1.297 2.136 4.029 -0.034 0.072 -0.063 0.09
H 0.797 3.592 4.886 -0.243 -0.071 -0.225 0.09
H 1.928 3.726 3.573 -0.070 -0.097 -0.056 0.07
H -2.273 2.686 3.165 0.181 -0.012 -0.135 0.08
H -1.421 2.892 4.682 0.239 0.106 -0.143 0.09
H -1.068 1.493 3.671 0.028 0.060 -0.062 0.08
H 1.053 2.220 -0.995 -0.001 0.081 0.117 0.08
H 2.031 3.678 -1.217 -0.055 -0.058 0.467 0.09
H 0.286 3.794 -1.247 -0.043 -0.149 0.183 0.07
C 0.279 8.615 -3.178 0.159 -0.044 -0.369 -0.03
C 0.596 9.369 -1.849 -1.580 -0.654 -1.422 -0.46
C 0.569 10.921 -1.965 0.373 0.350 0.357 -0.13
C 1.860 11.648 -2.348 0.062 0.024 -0.302 -0.18
C 3.095 11.018 -1.716 -0.298 0.082 0.282 -0.14
C 3.119 9.496 -1.946 1.523 -0.114 -1.249 -0.49
N 1.902 8.834 -1.373 -0.209 2.210 3.679 -0.05
O 1.944 8.961 -0.022 0.183 -0.887 -2.292 -0.03
C 3.265 9.272 -3.475 -0.317 -0.063 -0.117 -0.05
C 4.410 8.881 -1.363 -0.297 -0.046 0.583 -0.04
C -0.638 9.019 -0.968 0.591 -0.039 0.757 -0.05
H 1.134 8.103 -3.618 0.016 0.291 0.093 0.06
H -0.439 7.804 -3.016 -0.072 0.270 0.135 0.08
H -0.134 9.293 -3.927 -0.032 -0.063 -0.018 0.09
H 0.286 11.334 -0.988 -0.040 -0.334 -0.001 0.12
H -0.224 11.230 -2.653 -0.026 -0.262 0.060 0.12
H 1.961 11.683 -3.436 0.104 -0.058 0.028 0.10
H 1.793 12.694 -2.027 -0.090 -0.114 -0.058 0.11
H 3.992 11.481 -2.142 -0.028 -0.277 -0.026 0.12
H 3.127 11.254 -0.645 -0.103 -0.277 -0.024 0.12
H 3.358 8.208 -3.714 -0.050 0.075 0.056 0.09
H 4.168 9.768 -3.846 -0.043 -0.060 0.323 0.09
H 2.446 9.684 -4.064 0.004 -0.099 0.094 0.07
H 4.526 9.076 -0.294 -0.208 -0.042 -0.088 0.08
H 5.294 9.296 -1.855 -0.255 0.069 -0.117 0.08
H 4.427 7.799 -1.516 -0.080 0.059 0.017 0.09
H -0.675 7.953 -0.727 0.087 0.087 -0.079 0.08
H -1.571 9.276 -1.487 0.423 -0.027 -0.207 0.09
H -0.654 9.577 -0.028 0.193 -0.128 -0.057 0.08
C 2.120 -8.322 -2.462 0.368 -0.172 -0.033 -0.03
C 0.940 -8.273 -1.443 1.194 1.136 -1.444 -0.45
C 1.305 -7.659 -0.060 -0.269 -0.213 0.513 -0.13
C 1.832 -8.588 1.036 0.293 -0.051 0.002 -0.18
C 1.137 -9.945 1.037 -0.266 0.316 0.003 -0.14
C 1.119 -10.558 -0.375 1.237 -1.488 0.274 -0.49
N 0.416 -9.665 -1.352 -3.274 1.168 2.522 -0.05
O -0.895 -9.602 -1.007 2.162 -0.587 -1.061 -0.02
C 2.595 -10.840 -0.766 0.101 0.262 -0.190 -0.05
C 0.476 -11.962 -0.347 -0.585 0.274 -0.056 -0.04
C -0.016 -7.234 -2.095 -0.639 -0.548 0.320 -0.06
H 2.493 -9.325 -2.670 -0.043 0.099 0.289 0.06
H 1.812 -7.964 -3.449 -0.096 0.182 0.250 0.08
H 2.959 -7.711 -2.123 0.012 0.008 -0.075 0.09
H 0.401 -7.202 0.362 -0.078 -0.092 -0.313 0.11
H 2.014 -6.837 -0.192 -0.082 -0.073 -0.244 0.11
H 2.914 -8.712 0.933 -0.034 -0.114 -0.011 0.10
H 1.684 -8.114 2.013 0.039 0.033 -0.136 0.11
H 1.655 -10.614 1.735 -0.018 -0.076 -0.263 0.12
H 0.120 -9.842 1.434 -0.024 -0.011 -0.296 0.12
H 2.660 -11.341 -1.736 -0.046 0.079 0.059 0.09
H 3.063 -11.499 -0.027 -0.329 0.028 -0.020 0.09
H 3.222 -9.949 -0.798 -0.107 -0.036 -0.077 0.07
H -0.544 -11.953 0.044 0.075 0.173 -0.137 0.08
H 1.050 -12.639 0.291 0.122 0.257 -0.051 0.08
H 0.452 -12.397 -1.349 -0.014 0.103 0.030 0.09
H -0.427 -7.598 -3.041 0.085 -0.045 0.118 0.09
H 0.512 -6.294 -2.303 0.188 -0.443 0.082 0.07
H -0.853 -6.968 -1.444 0.019 -0.227 -0.049 0.07

---

Entry 2:
137
Properties=species:S:1:pos:R:3:forces:R:3:lowdin_charge:R:1 method="wB97M-V/def2-TZVPD" smiles="CCOP(=O)(CCC[C@H]1OC(=O)[C@@](CCSc2nnco2)(CNC)[C@]1(Cc1ccccc1C)CC(N)(N)N)OCC.COC[C@@H](C)N.COC[C@@H](C)N.COC[C@@H](C)N" fmax_ev_per_a=5.9 total_charge=0 energy_ha=-3442.1524 e_lumo_ev=0.45 homo_ev=-8.80 homo_lumo_gap_ev=9.25
C -5.175 -6.034 1.088 1.034 0.709 -0.776 -0.08
C -4.916 -6.236 -0.472 -2.109 -0.492 1.023 -0.27
O -3.563 -6.641 -0.774 1.087 1.894 -0.503 -0.24
P -2.754 -5.541 -1.717 -1.140 0.889 -2.331 0.62
O -3.603 -5.068 -2.862 0.813 -0.413 1.452 -0.31
C -1.269 -6.391 -2.490 -0.291 -0.745 0.341 -0.19
C -0.784 -5.683 -3.808 0.916 0.785 -0.375 -0.22
C 0.657 -4.999 -3.646 -1.558 -0.629 0.114 -0.12
C 0.426 -3.642 -2.884 0.243 -2.189 0.142 -0.24
O 1.066 -3.897 -1.585 -0.210 2.302 0.006 0.01
C 0.999 -2.668 -0.941 0.887 -1.005 -1.084 -0.41
O 1.090 -2.587 0.250 -0.332 0.302 -0.589 0.13
C 0.826 -1.492 -2.034 0.356 -0.636 1.593 -0.20
C -0.635 -0.981 -1.609 0.594 0.488 -0.025 -0.15
C -0.939 0.523 -1.985 -2.016 -0.935 0.490 -0.41
S -0.554 1.723 -0.609 -0.690 -0.544 0.543 0.95
C -1.563 1.157 0.787 -1.533 -0.927 3.564 -0.58
N -1.454 1.477 2.113 0.862 0.246 -2.651 0.00
N -2.425 0.860 2.798 -2.494 -1.844 -0.203 0.00
C -3.208 0.103 1.978 4.615 3.556 0.608 -0.09
O -2.625 0.303 0.742 -1.250 -1.136 -2.574 -0.05
C 1.964 -0.524 -1.547 -0.191 0.559 1.207 -0.16
N 3.241 -1.232 -1.178 -0.184 1.510 -0.235 -0.09
C 3.668 -0.857 0.201 1.464 -0.551 0.207 -0.12
C 0.939 -2.226 -3.474 -2.499 -2.010 1.869 -0.20
C 2.340 -2.595 -4.043 0.774 0.381 -0.137 -0.08
C 3.445 -1.528 -4.247 3.164 1.137 -0.366 -0.15
C 4.841 -2.027 -4.090 -0.308 1.361 -0.457 -0.05
C 6.019 -1.208 -4.274 -1.325 0.980 -0.272 -0.10
C 5.912 0.215 -4.626 -2.733 -1.604 0.293 -0.08
C 4.552 0.738 -4.785 0.867 -2.047 0.578 -0.04
C 3.355 -0.118 -4.610 0.561 -0.379 -0.033 -0.20
C 1.979 0.567 -4.819 0.853 1.599 0.089 -0.07
C -0.288 -1.823 -4.402 0.003 0.438 -0.605 -0.06
C -0.240 -2.207 -5.928 -1.328 0.211 -2.077 -0.58
N -0.515 -3.645 -6.225 0.476 0.179 0.984 0.08
N -1.416 -1.479 -6.534 0.620 -0.257 0.951 0.05
N 0.920 -1.736 -6.701 0.073 0.177 0.635 0.08
O -2.337 -4.173 -0.851 -0.374 -2.626 0.356 -0.23
C -1.977 -4.420 0.532 1.298 0.250 1.639 -0.26
C -0.943 -5.581 0.764 0.357 0.499 -0.294 -0.09
H -5.119 -4.921 1.271 -0.250 -1.186 0.115 0.07
H -4.322 -6.493 1.655 -1.015 0.154 -0.361 0.08
H -6.173 -6.426 1.407 0.974 0.282 -0.282 0.08
H -5.251 -5.299 -0.980 0.699 -0.845 0.034 0.11
H -5.591 -7.064 -0.833 0.848 0.793 0.213 0.12
H -1.651 -7.413 -2.783 0.171 1.044 0.512 0.11
H -0.437 -6.566 -1.765 -0.662 0.242 -0.593 0.08
H -0.693 -6.410 -4.654 -0.326 0.347 0.855 0.11
H -1.472 -4.867 -4.159 0.439 -1.114 0.404 0.08
H 1.092 -4.946 -4.668 -0.076 0.173 1.005 0.09
H 1.245 -5.686 -2.981 -0.114 0.811 -0.797 0.12
H -0.653 -3.701 -2.573 0.791 0.973 -0.831 0.12
H -1.440 -1.688 -1.962 0.832 0.895 0.098 0.12
H -0.695 -1.037 -0.483 0.265 -0.013 -1.180 0.11
H -0.514 0.878 -2.953 0.028 -0.009 1.089 0.07
H -2.061 0.599 -2.100 1.171 0.007 -0.047 0.09
H -4.088 -0.523 2.206 0.895 0.502 -0.585 0.14
H 2.203 0.342 -2.210 -0.476 -0.777 0.278 0.12
H 1.601 -0.074 -0.575 0.061 -0.409 -1.151 0.10
H 3.936 -0.761 -1.771 -0.241 -0.763 0.118 0.08
H 3.446 0.207 0.478 -0.096 -0.918 -0.053 0.08
H 3.335 -1.600 0.977 -0.117 0.963 -0.819 0.08
H 4.799 -0.940 0.194 -1.109 0.110 0.124 0.09
H 2.786 -3.362 -3.342 -0.472 0.955 -0.579 0.13
H 2.238 -3.156 -5.018 -0.156 0.704 0.977 0.11
H 5.012 -3.102 -3.827 -0.307 1.108 -0.189 0.11
H 7.033 -1.656 -4.141 -1.075 0.362 -0.112 0.09
H 6.813 0.846 -4.771 -0.852 -0.525 0.158 0.09
H 4.419 1.817 -5.032 -0.032 -1.075 0.210 0.10
H 1.250 0.298 -4.025 0.460 -0.064 -0.960 0.03
H 1.569 0.490 -5.861 0.305 -0.436 1.197 0.08
H 2.160 1.680 -4.683 -0.230 -1.103 -0.033 0.09
H -1.237 -2.298 -4.012 1.135 0.288 -0.354 0.12
H -0.535 -0.723 -4.375 0.661 -1.103 -0.170 0.10
H -1.276 -3.745 -6.892 0.539 -0.011 0.072 0.08
H 0.320 -4.152 -6.509 -0.435 0.075 -0.068 0.07
H -2.232 -1.897 -6.080 -0.023 0.360 -0.412 0.08
H -1.436 -1.695 -7.534 -0.154 -0.070 0.417 0.07
H 1.579 -2.470 -6.945 -0.297 0.308 -0.039 0.07
H 0.645 -1.185 -7.512 0.117 -0.377 0.318 0.08
H -2.849 -4.595 1.213 0.350 0.180 -1.018 0.10
H -1.484 -3.473 0.898 -0.524 -0.901 -0.567 0.12
H -0.532 -5.482 1.801 -0.457 -0.086 -0.800 0.09
H -0.071 -5.425 0.067 -0.864 -0.255 0.734 0.07
H -1.372 -6.611 0.647 0.303 0.968 0.030 0.07
C -5.643 5.659 1.947 -0.124 0.162 -0.159 -0.07
C -5.107 4.237 1.820 0.066 0.251 0.299 -0.42
C -5.568 3.306 2.958 0.191 -0.224 -0.128 -0.21
O -4.870 3.492 4.176 -0.385 -0.082 -0.090 -0.20
C -5.369 4.540 4.991 0.268 0.129 0.049 -0.11
N -3.645 4.287 1.719 -0.075 -0.206 0.017 0.06
H -5.139 6.227 2.731 0.012 -0.115 0.030 0.06
H -5.493 6.204 1.012 0.047 -0.072 0.047 0.07
H -6.715 5.657 2.160 0.034 0.003 0.035 0.08
H -5.500 3.826 0.884 0.032 -0.099 0.052 0.13
H -5.357 2.275 2.654 0.092 0.028 0.047 0.10
H -6.652 3.368 3.115 -0.012 0.151 0.031 0.12
H -6.458 4.630 4.928 -0.008 -0.044 -0.087 0.09
H -4.892 5.484 4.723 -0.148 0.089 0.125 0.05
H -5.101 4.318 6.026 0.019 -0.080 -0.064 0.09
H -3.295 3.346 1.550 0.058 0.086 -0.053 0.04
H -3.286 4.512 2.646 -0.038 0.004 -0.089 0.05
C -1.429 5.082 4.935 -0.076 -0.208 -0.098 -0.06
C -1.711 6.428 4.273 0.194 -0.104 0.386 -0.42
C -0.478 7.347 4.203 -0.237 0.217 -0.219 -0.20
O -0.156 7.987 5.430 0.207 -0.226 -0.204 -0.19
C 0.627 7.207 6.316 -0.159 0.225 0.205 -0.11
N -2.831 7.075 4.969 0.096 0.262 -0.147 0.05
H -1.323 5.162 6.018 0.005 0.087 -0.041 0.07
H -2.252 4.387 4.748 0.030 0.046 0.028 0.06
H -0.518 4.631 4.533 -0.027 0.009 0.017 0.08
H -2.022 6.222 3.244 0.054 0.152 -0.018 0.12
H -0.704 8.157 3.503 -0.003 0.037 0.099 0.12
H 0.394 6.820 3.798 0.000 -0.107 0.111 0.12
H 1.343 6.575 5.783 -0.073 -0.050 -0.030 0.09
H -0.016 6.595 6.954 0.140 -0.172 -0.014 0.07
H 1.181 7.888 6.964 -0.027 0.043 -0.087 0.09
H -3.073 7.931 4.474 -0.076 -0.085 -0.029 0.08
H -2.481 7.408 5.866 -0.072 -0.131 -0.031 0.07
C 6.439 1.944 5.323 0.159 0.110 0.168 -0.07
C 6.673 1.489 3.886 -0.351 -0.068 0.192 -0.43
C 5.659 2.076 2.885 0.188 -0.156 -0.247 -0.21
O 4.387 1.447 2.906 0.122 0.374 0.042 -0.21
C 3.503 1.934 3.902 -0.182 -0.327 -0.068 -0.10
N 6.686 0.023 3.846 -0.065 0.068 -0.250 0.04
H 5.577 1.456 5.780 0.001 -0.001 -0.100 0.06
H 7.307 1.702 5.941 -0.053 -0.042 -0.076 0.08
H 6.288 3.025 5.372 -0.034 -0.033 -0.007 0.08
H 7.665 1.847 3.592 -0.054 -0.022 -0.106 0.13
H 6.050 1.910 1.876 -0.068 -0.070 0.017 0.12
H 5.558 3.162 3.004 -0.053 -0.002 0.140 0.12
H 3.623 3.008 4.069 0.088 -0.017 0.027 0.09
H 3.643 1.386 4.836 -0.020 0.177 0.113 0.08
H 2.482 1.749 3.563 0.066 0.004 -0.073 0.09
H 6.926 -0.277 2.904 0.108 -0.025 0.085 0.07
H 5.723 -0.292 3.960 0.107 0.010 0.094 0.07